C39H38ClOP2Sc as an isolated structure at a distorted geometry. Source: OMol25; level of theory: the ωB97M-V functional and the def2-TZVPD basis.

For the LUMO energy, the calculation gives -6.66 eV. The HOMO-LUMO gap comes out at 7.3 eV.

```
! wB97M-V def2-TZVPD RIJCOSX def2/J DEFGRID3
* xyz 2 1
Sc 0.877 0.014 -0.324
Cl 0.151 -0.073 -2.569
P -0.062 2.502 -0.358
P -0.045 -2.510 -0.237
C 0.069 3.422 1.234
C -1.565 3.198 -1.099
C 1.351 3.146 -1.356
C 1.516 -3.388 -0.607
C -0.610 -3.328 1.304
C -1.247 -3.073 -1.507
C 1.174 4.215 1.573
C 1.230 4.828 2.831
C 0.190 4.664 3.746
C -0.912 3.863 3.412
C -0.976 3.245 2.156
H 1.965 4.373 0.839
H 2.089 5.452 3.077
H 0.220 5.177 4.714
H -1.740 3.736 4.117
H -1.861 2.654 1.877
C 2.617 2.580 -1.074
C 3.724 3.011 -1.815
C 3.583 3.970 -2.822
C 2.317 4.485 -3.114
C 1.193 4.070 -2.394
H 2.772 1.863 -0.235
H 4.707 2.597 -1.584
H 4.457 4.324 -3.368
H 2.198 5.226 -3.899
H 0.197 4.469 -2.609
C -2.050 4.492 -0.828
C -3.224 4.945 -1.448
C -3.931 4.125 -2.335
C -3.450 2.835 -2.607
C -2.283 2.376 -1.997
H -1.506 5.139 -0.134
H -3.584 5.955 -1.231
H -4.838 4.491 -2.819
H -3.996 2.187 -3.306
H -1.899 1.376 -2.237
C -1.842 -3.991 1.414
C -2.231 -4.544 2.641
C -1.409 -4.429 3.763
C -0.175 -3.773 3.655
C 0.232 -3.252 2.425
H -2.471 -4.106 0.524
H -3.179 -5.080 2.703
H -1.711 -4.876 4.717
H 0.488 -3.689 4.522
H 1.242 -2.820 2.330
C 2.492 -2.663 -1.326
C 3.728 -3.253 -1.606
C 4.006 -4.560 -1.197
C 3.037 -5.278 -0.486
C 1.794 -4.700 -0.185
H 2.276 -1.652 -1.729
H 4.479 -2.682 -2.160
H 4.959 -5.026 -1.441
H 3.238 -6.301 -0.160
H 1.035 -5.258 0.376
C -1.022 -4.177 -2.338
C -1.982 -4.527 -3.291
C -3.146 -3.772 -3.447
C -3.352 -2.645 -2.638
C -2.416 -2.293 -1.667
H -0.107 -4.760 -2.214
H -1.813 -5.402 -3.910
H -3.896 -4.060 -4.186
H -4.258 -2.046 -2.754
H -2.585 -1.410 -1.031
H 3.027 -0.050 -3.514
H 2.299 -0.068 -3.780
C 1.280 0.244 3.722
C 0.079 0.034 2.892
C -1.221 -0.134 3.577
O 0.207 -0.003 1.617
H 1.054 0.216 4.802
H 1.736 1.218 3.507
H 2.027 -0.537 3.532
H -1.917 0.685 3.374
H -1.714 -1.077 3.329
H -1.085 -0.138 4.673
*
```

Here are the Mulliken charges for atoms 1 to 5, given in e: Sc -0.101; Cl -0.369; P 1.664; P 1.802; C 0.471

A 10-piece molecular cluster, C44H115N11O17 overall at a distorted geometry. Source: OMol25; level of theory: the ωB97M-V functional and the def2-TZVPD basis.

For the LUMO energy, the calculation gives -0.03 eV. The HOMO-LUMO gap comes out at 7.9 eV. The SMILES is COCCNCCOC.COCCNCCOC.COCCNCCOC.COCCNCCOC.COCCNCCOC.COCCNCCOC.COCCNCCOC.NC(N)=O.NC(N)=O.O.

```
! wB97M-V def2-TZVPD RIJCOSX def2/J DEFGRID3
* xyz 0 1
C -3.575 10.795 -3.784
O -3.032 9.747 -2.988
C -3.515 8.443 -3.322
C -2.795 7.379 -2.540
N -3.391 6.076 -2.842
C -2.744 4.956 -2.153
C -3.475 3.648 -2.541
O -4.698 3.747 -1.798
C -5.716 2.919 -2.400
H -3.354 10.692 -4.846
H -3.209 11.732 -3.364
H -4.659 10.841 -3.686
H -3.197 8.327 -4.358
H -4.591 8.371 -3.159
H -2.757 7.623 -1.478
H -1.754 7.306 -2.854
H -4.331 6.166 -2.484
H -2.829 4.977 -1.067
H -1.678 5.061 -2.358
H -2.874 2.865 -2.079
H -3.406 3.611 -3.628
H -5.695 2.921 -3.490
H -6.625 3.373 -2.005
H -5.572 1.883 -2.096
C 2.676 -3.713 1.039
O 2.695 -2.315 0.573
C 1.462 -1.631 0.603
C 1.058 -1.203 2.098
N -0.127 -0.377 1.995
C -0.063 0.849 1.158
C -1.252 1.661 1.652
O -1.620 2.726 0.799
C -0.702 3.835 0.846
H 2.243 -3.788 2.036
H 3.708 -4.049 0.933
H 2.091 -4.347 0.373
H 0.727 -2.275 0.122
H 1.615 -0.775 -0.054
H 1.734 -0.553 2.654
H 0.868 -2.084 2.711
H -0.640 -0.206 2.848
H -0.088 0.487 0.130
H 0.852 1.430 1.278
H -1.138 2.100 2.643
H -2.206 1.136 1.598
H -0.306 4.119 1.822
H -1.228 4.719 0.487
H 0.120 3.674 0.149
C 3.121 2.859 -3.796
O 1.832 2.995 -3.108
C 1.653 1.813 -2.275
C 1.355 0.540 -3.076
N 2.530 -0.322 -3.380
C 2.261 -1.783 -3.258
C 3.607 -2.580 -3.234
O 4.629 -2.001 -2.401
C 5.576 -2.855 -1.880
H 3.824 2.184 -3.308
H 3.466 3.881 -3.949
H 3.000 2.513 -4.823
H 0.771 2.050 -1.679
H 2.425 1.541 -1.556
H 1.015 0.794 -4.080
H 0.718 -0.139 -2.510
H 3.161 -0.127 -2.615
H 1.626 -2.138 -4.070
H 1.759 -2.050 -2.329
H 4.046 -2.775 -4.212
H 3.461 -3.526 -2.713
H 6.345 -3.025 -2.634
H 5.350 -3.867 -1.543
H 5.996 -2.323 -1.026
C -6.453 6.878 -4.366
O -6.184 6.532 -2.966
C -7.331 6.503 -2.165
C -6.838 6.704 -0.745
N -6.234 5.421 -0.274
C -5.656 5.431 1.064
C -5.447 3.994 1.340
O -4.958 3.884 2.734
C -5.097 2.536 3.303
H -7.287 6.272 -4.723
H -5.436 6.824 -4.754
H -6.736 7.929 -4.412
H -7.893 5.591 -2.369
H -8.024 7.320 -2.364
H -7.719 6.936 -0.147
H -6.095 7.497 -0.663
H -5.556 4.956 -0.860
H -6.339 5.936 1.748
H -4.718 5.979 1.155
H -4.637 3.518 0.787
H -6.421 3.525 1.200
H -4.650 2.567 4.296
H -4.604 1.725 2.768
H -6.164 2.314 3.288
C -3.260 -4.909 3.266
O -3.760 -3.600 2.936
C -2.840 -2.737 2.198
C -3.437 -1.531 1.514
N -4.354 -1.851 0.460
C -4.921 -0.583 -0.044
C -6.123 -0.167 0.863
O -7.152 -1.155 0.742
C -7.861 -1.287 -0.483
H -2.310 -4.858 3.798
H -3.094 -5.522 2.380
H -3.990 -5.424 3.892
H -2.177 -3.257 1.507
H -1.990 -2.370 2.775
H -2.657 -0.986 0.980
H -3.844 -0.838 2.250
H -4.928 -2.630 0.751
H -5.384 -0.745 -1.017
H -4.301 0.312 0.011
H -6.578 0.757 0.505
H -5.873 0.061 1.899
H -7.317 -1.369 -1.424
H -8.524 -0.425 -0.401
H -8.530 -2.147 -0.451
C 5.282 -6.429 1.175
O 6.045 -7.528 1.716
C 5.501 -8.810 1.818
C 5.366 -9.551 0.429
N 4.756 -10.896 0.403
C 5.541 -11.861 1.291
C 5.227 -13.280 0.952
O 5.534 -14.131 2.002
C 4.777 -14.026 3.147
H 4.275 -6.411 1.593
H 5.206 -6.626 0.106
H 5.688 -5.436 1.369
H 4.529 -8.633 2.280
H 6.235 -9.395 2.371
H 6.341 -9.510 -0.056
H 4.721 -8.940 -0.204
H 4.739 -11.134 -0.578
H 5.211 -11.677 2.313
H 6.604 -11.641 1.393
H 5.858 -13.588 0.119
H 4.202 -13.534 0.680
H 5.310 -13.311 3.773
H 4.772 -14.976 3.682
H 3.770 -13.749 2.836
C 0.966 3.221 4.494
O 1.649 3.271 3.221
C 2.862 2.475 3.307
C 3.771 2.748 2.065
N 4.678 3.902 2.026
C 4.004 5.244 2.158
C 2.938 5.667 1.044
O 3.453 5.529 -0.306
C 2.350 5.688 -1.247
H 1.396 3.977 5.152
H 1.017 2.227 4.940
H -0.051 3.535 4.260
H 2.447 1.468 3.273
H 3.519 2.680 4.153
H 3.202 2.713 1.137
H 4.394 1.879 1.855
H 5.314 3.937 1.242
H 4.858 5.919 2.216
H 3.598 5.281 3.170
H 2.828 6.745 1.159
H 2.014 5.141 1.282
H 1.866 6.658 -1.128
H 1.543 4.994 -1.012
H 2.683 5.671 -2.284
N 1.914 -7.337 -1.630
C 1.063 -6.360 -1.502
N 1.249 -5.493 -2.432
O 0.128 -6.374 -0.803
H 1.882 -7.968 -0.842
H 2.744 -7.181 -2.184
H 0.408 -4.982 -2.661
H 1.987 -5.758 -3.069
N 6.872 -2.218 2.486
C 5.753 -1.698 2.389
N 4.765 -2.481 2.688
O 5.600 -0.585 1.893
H 6.835 -3.116 2.947
H 7.749 -1.766 2.271
H 5.008 -3.372 3.097
H 4.011 -2.391 2.021
O 4.882 0.177 -0.503
H 5.146 -0.092 0.377
H 4.362 -0.556 -0.832
*
```

Here are the Mulliken charges for atoms 1 to 5, given in e: C -0.712; O -0.395; C -0.242; C -0.848; N -0.125

A 2-piece molecular cluster, CH4O3 overall at a distorted geometry. Source: OMol25; level of theory: the ωB97M-V functional and the def2-TZVPD basis.

For the LUMO energy, the calculation gives -0.45 eV. The HOMO-LUMO gap comes out at 9.4 eV.

```
! wB97M-V def2-TZVPD RIJCOSX def2/J DEFGRID3
* xyz 0 1
C 0.826 1.011 -0.097
O -1.766 -0.581 0.188
O 1.557 -1.076 -0.242
O 1.444 0.046 0.401
H 0.725 1.882 0.535
H 0.355 0.992 -1.074
H -0.945 -0.890 -0.209
H -2.196 -1.385 0.497
*
```

Here are the natural (NBO) charges for atoms 1 to 5, given in e: C 0.138; O -0.952; O -0.453; O -0.046; H 0.182

C31H25Cl4FN6O7ReS4 as an isolated structure at a distorted geometry. Source: OMol25; level of theory: the ωB97M-V functional and the def2-TZVPD basis.

For the LUMO energy (alpha / beta), the calculation gives -0.95 / -0.95 eV. The HOMO-LUMO gap (alpha / beta) comes out at 5.1 / 5.4 eV. As for the expectation value of S²: 3.78.

```
! wB97M-V def2-TZVPD RIJCOSX def2/J DEFGRID3
* xyz 0 4
Re -0.072 -0.410 -0.172
Cl 1.305 -1.590 6.703
C 0.905 -0.897 5.175
C 0.598 0.448 5.092
Cl 0.698 1.452 6.498
C 0.199 0.989 3.867
Cl -0.163 2.673 3.761
C 0.081 0.213 2.712
O -0.314 0.698 1.578
C 0.406 -1.205 2.790
O 0.303 -1.930 1.753
C 0.845 -1.688 4.031
Cl 1.343 -3.351 4.111
F 5.176 -0.383 4.171
C 4.636 -1.385 3.436
C 3.897 -1.064 2.330
C 3.385 -2.070 1.506
C 2.438 -1.726 0.456
O 2.021 -0.548 0.381
C 2.091 -2.799 -0.428
C 2.543 -4.051 -0.173
N 3.256 -4.397 0.932
C 3.488 -5.785 1.207
C 2.407 -6.772 0.893
C 2.725 -6.453 2.322
C 3.707 -3.412 1.775
C 4.426 -3.711 2.940
C 4.847 -2.722 3.822
N 5.481 -3.010 5.035
C 5.098 -2.274 6.225
C 4.168 -3.122 7.114
N 3.495 -4.102 6.236
C 4.476 -5.120 5.796
C 5.767 -4.380 5.353
C 1.261 -2.614 -1.709
O 1.465 -3.410 -2.610
O 0.442 -1.646 -1.756
H 3.694 -0.034 2.077
H 2.332 -4.832 -0.889
H 4.517 -6.097 1.052
H 2.703 -7.730 0.492
H 1.481 -6.397 0.488
H 3.239 -7.198 2.914
H 2.022 -5.849 2.875
H 4.618 -4.746 3.151
H 4.591 -1.357 5.952
H 5.998 -2.006 6.783
H 3.423 -2.492 7.599
H 4.724 -3.680 7.871
H 3.063 -3.609 5.408
H 2.695 -4.530 6.705
H 4.045 -5.692 4.977
H 4.698 -5.792 6.629
H 6.237 -4.869 4.500
H 6.496 -4.382 6.166
O -1.964 2.855 -5.971
C -1.668 2.332 -4.940
S -0.105 2.569 -4.128
C -0.438 1.572 -2.731
C -1.650 0.956 -2.684
S -2.186 0.004 -1.349
S -2.727 1.235 -4.039
S 0.712 1.472 -1.449
C -3.693 -4.485 0.576
N -3.648 -3.119 1.028
C -4.665 -2.547 1.697
C -4.600 -1.264 2.134
C -3.400 -0.544 1.842
N -2.421 -1.124 1.185
C -2.485 -2.381 0.718
O -1.607 -2.881 0.043
N -3.211 0.719 2.237
H -4.726 -4.798 0.452
H -3.184 -5.133 1.295
H -3.161 -4.535 -0.373
H -5.542 -3.163 1.858
H -5.411 -0.807 2.672
H -3.968 1.265 2.609
H -2.373 1.176 1.897
*
```

Here are the Mulliken charges for atoms 1 to 5, given in e: Re 1.587; Cl -0.294; C 0.383; C 0.540; Cl -0.238

C25H31BClFIN2O4S as an isolated structure at a distorted geometry. Source: OMol25; level of theory: the ωB97M-V functional and the def2-TZVPD basis.

For the LUMO energy, the calculation gives 1.93 eV. The HOMO-LUMO gap comes out at 4.6 eV.

```
! wB97M-V def2-TZVPD RIJCOSX def2/J DEFGRID3
* xyz -1 1
C 1.740 -4.278 1.081
C 1.073 -3.161 0.170
C 1.554 -1.781 0.710
C 0.855 -1.560 2.129
C 1.174 -0.569 -0.163
C 2.181 0.430 -0.379
C 3.588 0.303 0.245
C 3.456 0.523 1.800
C 4.345 1.673 2.334
I 6.429 1.428 1.859
C 1.941 1.607 -1.161
C 3.002 2.686 -1.426
B 3.888 2.197 -2.707
O 4.809 1.129 -2.572
O 3.790 2.738 -3.951
C 0.640 1.781 -1.719
N 0.350 2.999 -2.483
C 0.312 2.691 -3.701
O 0.102 2.750 -4.834
C -0.331 0.794 -1.493
C -0.122 -0.395 -0.748
N -1.162 -1.394 -0.577
C -2.442 -0.831 -0.212
C -3.196 -1.471 0.815
C -2.595 -2.737 1.471
C -3.730 -3.657 2.009
F -4.680 -3.932 1.021
C -4.457 -0.968 1.207
C -4.958 0.186 0.561
C -4.246 0.836 -0.475
C -4.810 2.095 -1.149
C -4.352 3.310 -0.268
O -5.121 3.381 0.949
C -2.992 0.309 -0.860
S -1.992 1.016 -2.181
H 2.102 -5.140 0.494
H 2.573 -3.876 1.686
H 0.975 -4.633 1.802
H -0.005 -3.261 0.354
H 1.364 -3.370 -0.872
H 2.628 -1.871 0.924
H 0.050 -2.300 2.246
H 1.580 -1.544 2.960
H 0.370 -0.562 2.114
H 3.911 -0.746 0.097
H 4.334 0.945 -0.229
H 3.593 -0.431 2.343
H 2.408 0.831 2.008
H 4.261 1.694 3.439
H 3.941 2.647 2.001
H 3.695 2.753 -0.562
H 2.574 3.676 -1.644
H 5.524 1.381 -1.975
H 3.243 3.536 -3.938
H -1.235 -1.857 -1.489
H -1.973 -2.496 2.353
H -2.012 -3.298 0.720
H -3.334 -4.614 2.394
H -4.188 -3.139 2.877
H -5.064 -1.444 1.982
H -5.933 0.567 0.891
H -5.909 2.054 -1.239
H -4.325 2.242 -2.130
H -4.351 4.263 -0.823
H -3.306 3.088 0.031
H -4.526 3.054 1.634
Cl 2.995 1.723 -5.754
*
```

Here are the natural (NBO) charges for atoms 1 to 5, given in e: C -0.618; C -0.392; C -0.263; C -0.618; C 0.074

C33H29IrN3O7PS as an isolated structure at a distorted geometry. Source: OMol25; level of theory: the ωB97M-V functional and the def2-TZVPD basis.

For the LUMO energy (alpha / beta), the calculation gives 2.35 / 2.33 eV. The HOMO-LUMO gap (alpha / beta) comes out at 6.4 / 6.4 eV. As for the expectation value of S²: 0.76.

```
! wB97M-V def2-TZVPD RIJCOSX def2/J DEFGRID3
* xyz -1 2
Ir -0.557 -0.108 0.944
O 1.729 -3.911 -2.635
C 0.758 -4.826 -2.407
C 0.841 -6.021 -3.115
C -0.087 -7.021 -2.918
C -1.111 -6.840 -1.993
C -1.191 -5.658 -1.283
C -0.274 -4.620 -1.477
C -0.377 -3.376 -0.672
O 0.300 -2.279 -1.149
N -1.101 -3.348 0.345
N -1.203 -2.268 1.185
C -2.160 -2.408 2.048
C -2.446 -1.553 3.149
C -3.686 -1.712 3.801
C -4.041 -0.946 4.877
C -3.126 0.011 5.365
C -1.897 0.170 4.784
C -1.500 -0.594 3.652
O -0.319 -0.485 3.159
H 1.519 -3.121 -2.102
H 1.662 -6.147 -3.812
H -0.008 -7.946 -3.475
H -1.844 -7.619 -1.825
H -1.974 -5.496 -0.554
H -2.804 -3.281 1.917
H -4.384 -2.447 3.409
H -5.008 -1.076 5.346
H -3.398 0.629 6.213
H -1.188 0.898 5.159
N 1.666 -0.516 1.095
C 2.525 0.624 0.975
C 3.769 0.629 1.602
C 4.602 1.728 1.486
C 4.193 2.818 0.723
C 2.949 2.794 0.113
C 2.088 1.701 0.241
P 0.257 1.755 -0.336
C 0.673 1.854 -2.135
C 1.873 1.304 -2.599
C 2.199 1.308 -3.949
C 1.321 1.847 -4.878
C 0.113 2.371 -4.440
C -0.212 2.370 -3.089
C 0.109 3.445 0.377
C -0.130 4.580 -0.389
C -0.244 5.826 0.217
C -0.126 5.944 1.594
C 0.117 4.812 2.364
C 0.234 3.571 1.758
H 1.679 -1.118 0.278
H 1.864 -1.051 1.931
H 4.086 -0.237 2.177
H 5.571 1.724 1.972
H 4.835 3.685 0.621
H 2.628 3.650 -0.472
H 2.570 0.869 -1.896
H 3.142 0.884 -4.275
H 1.571 1.846 -5.932
H -0.588 2.782 -5.158
H -1.169 2.750 -2.767
H -0.228 4.488 -1.464
H -0.433 6.704 -0.390
H -0.235 6.912 2.069
H 0.210 4.897 3.440
H 0.405 2.679 2.354
C -0.437 -1.626 -2.216
H -0.823 -2.370 -2.916
H 0.260 -0.966 -2.726
H -1.256 -1.044 -1.791
O -2.563 -0.024 -0.165
S -2.613 1.445 0.116
O -2.017 1.632 1.466
O -1.652 2.070 -0.890
O -3.907 2.052 -0.032
*
```

Here are the Mulliken charges for atoms 1 to 5, given in e: Ir 2.649; O -0.754; C 0.424; C -0.648; C -0.307